Entry 1:
The following is a quantum chemistry calculation of a cluster of 2 separate species, C10H10BF4NO2S in total at a distorted geometry, from the OMol25 dataset.

Geometry as ORCA input:
```
! RIJCOSX wB97M-V def2-TZVPD def2/J DEFGRID3
* xyz 0 1
F 4.11 0.89 -0.20
B 3.95 1.36 1.14
S 4.10 0.09 2.50
C 3.62 2.92 1.34
C 2.25 3.24 2.10
C 1.21 2.06 2.09
F 0.93 1.44 3.34
C 0.49 1.58 0.99
F 0.19 0.21 0.95
F 0.02 2.33 -0.07
H 3.00 -0.73 2.30
H 3.69 3.51 0.36
H 4.46 3.35 1.99
H 2.52 3.46 3.19
H 1.85 4.22 1.69
C -1.78 -0.67 -0.81
C -1.65 -1.95 -0.28
C -2.26 -3.03 -0.93
C -2.98 -2.81 -2.09
C -3.12 -1.53 -2.62
C -2.51 -0.46 -1.97
N -3.60 -3.94 -2.79
O -3.47 -5.05 -2.29
O -4.19 -3.72 -3.82
H -1.31 0.16 -0.31
H -1.08 -2.11 0.62
H -2.15 -4.02 -0.51
H -3.68 -1.35 -3.53
H -2.61 0.54 -2.38
*
```

Calculated values
HOMO: -10.0 eV
electronic energy: -38495.207 eV
HOMO-LUMO gap: 0.3544 hartree
SMILES string: O=[N+]([O-])c1ccccc1.FB(S)CCC(F)=C(F)F

***

Entry 2:
The following is a quantum chemistry calculation of the molecule C10H10Br2N2 at a distorted geometry, from the OMol25 dataset.

Geometry as ORCA input:
```
! RIJCOSX wB97M-V def2-TZVPD def2/J DEFGRID3
* xyz 0 1
C 2.27 -0.86 -0.60
C 1.86 0.39 -0.80
C 0.66 2.38 -0.27
C -0.64 0.39 -0.10
C -0.85 -0.76 0.56
C -0.49 3.11 -0.61
C -1.63 1.20 -0.81
C 1.43 -1.89 0.04
C 0.42 -1.42 1.15
C -2.08 -1.43 1.04
N -1.58 2.44 -1.07
N 0.70 0.98 -0.25
Br -0.68 5.00 -0.48
Br -2.99 0.35 -1.90
H 3.11 -1.18 -1.04
H 2.53 1.03 -1.32
H 1.58 3.00 -0.10
H 0.83 -2.37 -0.64
H 2.02 -2.78 0.34
H 0.69 -0.66 1.86
H 0.14 -2.19 1.79
H -2.41 -2.06 0.24
H -2.91 -0.68 1.11
H -1.98 -1.97 1.89
*
```

Calculated values
HOMO: -7.7 eV
electronic energy: -153594.376 eV
HOMO-LUMO gap: 0.2802 hartree
energy relative to the best compared isomer or geometry (same formula, charge and spin): 11.82 kJ/mol
SMILES string: CC1=C2C(Br)=NC(Br)=CN2C=CCC1

***

Entry 3:
The following is a quantum chemistry calculation of a structure of composition C10H10BrClTb at a distorted geometry, from the OMol25 dataset.

Geometry as ORCA input:
```
! RIJCOSX wB97M-V def2-TZVPD def2/J DEFGRID3
* xyz -1 7
C 0.78 -1.83 2.92
C 0.85 -2.33 1.59
C -0.49 -2.35 1.05
H 1.77 -2.68 1.11
C -1.37 -1.86 2.09
C -0.59 -1.51 3.23
H -0.92 -1.18 4.22
H 1.68 -1.79 3.52
H -0.83 -2.75 0.09
H -2.47 -1.79 2.00
Tb 0.15 0.13 1.31
Cl 0.29 1.60 3.27
C -0.03 2.81 -2.10
C -1.26 2.15 -2.41
C -0.94 0.92 -3.07
H -2.25 2.55 -2.25
C 0.47 0.82 -3.16
C 1.04 1.99 -2.58
H 2.09 2.24 -2.56
H 0.09 3.78 -1.64
H -1.65 0.22 -3.48
H 1.03 0.03 -3.64
Br 2.57 0.82 0.49
*
```

Calculated values
HOMO (alpha / beta): -2.9 / -2.1 eV
electronic energy: -115532.682 eV
HOMO-LUMO gap (alpha / beta): 0.1330 / 0.1814 hartree
energy relative to the best compared isomer or geometry (same formula, charge and spin): 225.63 kJ/mol